The following is a DFT calculation (ωB97M-V with the def2-TZVPD basis set) of a 2-piece molecular cluster, C10H16 overall in a non-equilibrium geometry.

Last column: natural (NBO) charge in e.
Geometry (Å):
C  2.150  -0.035  1.833  -0.23
C  1.756  0.510  -0.444  -0.22
C  -1.148  -2.472  0.422  -0.62
C  2.640  0.005  0.572  -0.20
C  0.791  0.296  2.035  -0.18
C  -0.279  1.454  -1.377  -0.44
C  -2.661  -2.498  0.152  -0.61
C  0.474  0.982  -0.158  0.00
C  0.187  2.781  -1.957  -0.63
C  0.006  0.991  1.188  -0.23
H  0.513  0.075  3.064  0.20
H  -0.802  -1.670  1.127  0.21
H  0.449  2.654  -3.003  0.21
H  -0.902  1.463  1.561  0.23
H  -0.576  3.569  -1.833  0.22
H  -0.378  0.722  -2.176  0.22
H  2.615  -0.369  2.751  0.22
H  2.064  0.377  -1.491  0.21
H  -2.871  -3.324  -0.499  0.20
H  -0.502  -2.143  -0.400  0.21
H  -1.383  1.479  -1.169  0.21
H  3.554  -0.443  0.230  0.22
H  -3.223  -2.513  1.064  0.21
H  -0.780  -3.454  0.742  0.20
H  -2.887  -1.660  -0.499  0.20
H  1.195  3.226  -1.734  0.22

Atoms 1-2, force components in eV/Å:
C -1.59 -0.50 0.71
C 0.51 -1.14 0.90

The electronic energy comes out at -10628.155 eV. Its spin multiplicity is 1. The lowest unoccupied orbital energy comes out at 0.0349 Ha. The energy above the lowest of the compared OMol25 structures with the same formula, charge and spin comes out at 153.3 kJ/mol. The value obtained for the orbital gap is 9.867 eV. As for the structure (SMILES): CCc1ccccc1.CC.